This record from the Open Molecules 2025 dataset describes a structure of composition C64H62F2Ge2N3O8Si2Tl. The level of theory is ωB97M-V/def2-TZVPD.

Values from the calculation:
Frontier orbital gap ... 5.5134 eV
Highest occupied orbital energy ... -2.560 eV
Total charge ... -2
Lowest unoccupied orbital energy ... 2.95 eV
Molecular weight ... 1444.984 g mol⁻¹

```
144
C64H62F2Ge2N3O8Si2Tl ωB97M-V/def2-TZVPD
Tl 0.49938 -0.01390 -0.46204
F 1.95931 5.67028 -1.78892
C 2.41630 4.39010 -1.76630
C 1.56037 3.34757 -1.48379
C 2.03028 2.03074 -1.42806
C 3.39705 1.79269 -1.69996
C 4.20945 2.88573 -2.00272
F 5.53365 2.72659 -2.31977
C 3.75399 4.18550 -2.03518
C 3.92996 0.39376 -1.69565
C 5.28505 0.09989 -1.49555
C 5.71862 -1.21487 -1.53910
C 4.80686 -2.22717 -1.77924
C 3.47972 -1.86256 -1.93761
N 3.04842 -0.60294 -1.89085
H 0.51010 3.56740 -1.30008
H 4.42128 5.00605 -2.26623
H 5.99522 0.88620 -1.29235
H 6.76568 -1.44514 -1.37344
H 5.10313 -3.26788 -1.81742
H 2.71798 -2.61596 -2.11240
C -4.17198 1.74029 -4.26812
C -3.68457 1.03169 -2.99853
Ge -2.29886 2.10929 -2.07976
C -1.01029 2.65195 -3.50228
C -1.17763 4.11254 -3.93062
C -3.25479 3.76341 -1.52934
C -3.02621 3.98328 -0.22499
Ge -1.91913 2.42384 0.40739
C -0.25946 3.05479 1.32091
C -0.01803 4.57006 1.31659
C -2.98901 1.21654 1.55978
C -3.97594 1.91648 2.49880
C -3.52582 5.14129 0.56030
C -4.23369 6.19927 -0.02200
C -4.68864 7.26655 0.73664
C -4.44107 7.31558 2.10426
C -3.73183 6.28190 2.69914
C -3.28396 5.21330 1.93519
H -5.03054 1.21319 -4.69514
H -3.39218 1.77365 -5.03438
H -4.47787 2.77141 -4.05905
H -3.27189 0.05601 -3.25295
H -4.50846 0.86502 -2.30371
H -1.19816 1.98478 -4.34955
H 0.01018 2.45929 -3.17145
H -2.21227 4.32116 -4.22109
H -0.53347 4.34533 -4.78500
H -0.91964 4.79471 -3.11605
H -3.88204 4.42901 -2.13345
H 0.57872 2.55052 0.83897
H -0.29889 2.65143 2.33259
H -0.29501 5.03301 0.36430
H 1.03961 4.78458 1.49715
H -0.59259 5.07403 2.09727
H -2.25287 0.63222 2.11676
H -3.51701 0.53025 0.89219
H -3.45700 2.51818 3.25177
H -4.58578 1.17988 3.03132
H -4.64988 2.58141 1.95153
H -4.43029 6.18117 -1.08753
H -5.23907 8.06964 0.25848
H -4.79900 8.15012 2.69614
H -3.52475 6.30981 3.76368
H -2.73360 4.40593 2.40178
O 0.29754 -2.54042 -2.59517
C -0.30113 -1.61045 -3.33980
O -0.76434 -0.55779 -2.96672
C -0.17827 -1.86113 -4.81197
C 0.72791 -2.78359 -5.31370
C 0.91186 -2.90297 -6.68506
C 0.17837 -2.12360 -7.55735
C -0.74059 -1.21870 -7.04203
C -0.91793 -1.07152 -5.67919
N -1.51492 -0.38572 -7.96615
O -2.28512 0.41800 -7.50679
O -1.34371 -0.54562 -9.15580
H 1.29350 -3.39814 -4.62253
H 1.64202 -3.60067 -7.07465
H 0.30298 -2.19024 -8.62813
H -1.62053 -0.34559 -5.29170
O -2.12533 -3.66350 -2.69076
N -3.06803 -3.10383 -1.98051
O -4.23065 -3.47174 -2.17224
O -2.76143 -2.23645 -1.15803
C -2.53474 -5.84620 1.65157
C -2.16157 -4.51127 1.70218
C -1.40647 -3.95130 0.67790
C -1.03069 -4.70919 -0.43526
C -1.38621 -6.06441 -0.44859
C -2.12856 -6.62974 0.57861
Si -0.12830 -4.09057 -1.97558
C 1.67868 -4.38515 -1.39308
C 2.18901 -3.70123 -0.28052
C 3.49232 -3.89311 0.16049
C 4.32324 -4.79446 -0.49686
C 3.83708 -5.50276 -1.58657
C 2.53002 -5.29631 -2.02192
H -3.13279 -6.27799 2.44708
H -2.44428 -3.89144 2.54528
H -1.13383 -2.90634 0.76300
H -1.08096 -6.68562 -1.28968
H -2.39983 -7.67920 0.53512
H -0.25091 -4.99127 -3.14310
H 1.55545 -3.00652 0.26657
H 3.86073 -3.34327 1.02089
H 5.34143 -4.94342 -0.15537
H 4.47516 -6.21325 -2.10095
H 2.16245 -5.86575 -2.87448
O 0.02932 0.09531 2.25107
Si 0.73388 -0.35688 3.57986
C 0.58755 0.91157 5.00411
C 1.47631 0.96324 6.08324
C 1.30262 1.86599 7.12671
C 0.23558 2.75818 7.10775
C -0.65709 2.73239 6.04314
C -0.48318 1.81238 5.01450
C 2.59841 -0.67261 3.34439
C 3.37329 -1.45149 4.21297
C 4.73312 -1.64818 3.99516
C 5.34949 -1.07441 2.88837
C 4.59870 -0.30901 2.00373
C 3.24135 -0.11351 2.23380
C 0.07949 -1.95018 4.40586
C 0.46393 -3.21553 3.95037
C -0.06959 -4.38029 4.48692
C -1.01910 -4.30516 5.49848
C -1.42189 -3.06126 5.96974
C -0.87576 -1.90203 5.42814
H 2.32367 0.28395 6.11152
H 1.99918 1.87549 7.95883
H 0.09730 3.46319 7.91981
H -1.48750 3.42964 6.01592
H -1.19543 1.78279 4.19159
H 2.89820 -1.92118 5.07110
H 5.31324 -2.24801 4.68902
H 6.40818 -1.23116 2.71383
H 5.07141 0.13706 1.13790
H 2.66261 0.49271 1.53905
H 1.19547 -3.29139 3.15612
H 0.24815 -5.34596 4.10814
H -1.45325 -5.21067 5.90903
H -2.16437 -2.99797 6.75879
H -1.19901 -0.93342 5.80128
```

---

This record from the Open Molecules 2025 dataset describes an isolated molecule of C5H8BrN3O3. The level of theory is ωB97M-V/def2-TZVPD.

Values from the calculation:
Frontier orbital gap (spin up / spin down) ... 6.8145 / 6.7904 eV
Highest occupied orbital energy (spin up / spin down) ... -8.657 / -8.650 eV
Lowest unoccupied orbital energy (spin up / spin down) ... -1.84 / -1.86 eV
Molecular weight ... 238.041 g mol⁻¹

```
20
C5H8BrN3O3 ωB97M-V/def2-TZVPD
C 0.04955 0.06693 -1.58969
C 1.43461 0.30914 -1.36796
C -0.14599 0.01369 0.71662
C -1.71259 -1.38956 -0.76622
C -0.13163 1.50356 0.92644
N 2.01245 0.52060 -0.26189
N -0.59214 -0.40894 -0.50191
N -0.21171 -0.89725 1.79754
O -0.43468 -2.07926 1.49730
O -0.17555 -0.53839 2.94824
O 0.90855 1.99514 1.77129
Br 2.39180 0.09936 -3.30794
H -0.39586 0.18466 -2.55898
H -1.38278 -2.26800 -1.36014
H -2.15352 -1.52293 0.14447
H -2.46034 -0.86139 -1.48991
H -1.07459 1.84535 1.30901
H -0.10897 1.94469 -0.03068
H 2.98890 0.20576 -0.18508
H 1.19451 1.27685 2.30951
```

---

In order of appearance, strongest force on any atom = 1.0; 4.1 eV Å⁻¹.
In order of appearance, relative energy (zero: lowest compared OMol25 entry of this formula, charge and spin) = 35.8; 28.7 kcal/mol.